(1)
C15H13ClN2O | ωB97M-V/def2-TZVPD

Each line ends with the Löwdin charge.
Cartesian coordinates (Å):
C (-1.34327, -5.06222, 1.63637)  0.003
H (-0.53271, -5.07108, 1.08791)  0.002
H (-1.25796, -4.92674, 2.58983)  -0.014
H (-1.84015, -6.02933, 1.56101)  0.063
C (-2.58342, -3.88752, 1.10304)  -0.052
C (-1.80765, -2.52587, 1.16486)  -0.161
C (-1.00278, -1.97925, 0.16915)  -0.015
C (-0.72675, -0.73441, 0.08533)  -0.353
N (0.03255, 0.07173, -0.77330)  0.216
C (0.26528, 1.10561, 0.00415)  -0.380
C (1.13131, 2.18607, -0.76912)  -0.020
C (1.55658, 2.15037, -2.02513)  -0.067
C (2.14450, 3.19025, -2.37378)  -0.355
C (2.52406, 4.22373, -1.85443)  -0.046
C (1.85039, 4.51953, -0.57973)  -0.080
C (1.37298, 3.48307, 0.13367)  -0.419
Cl (0.60118, 3.77153, 1.82984)  0.571
H (2.17708, 5.42583, 0.05461)  0.134
H (2.96153, 4.97660, -2.35036)  0.093
N (2.99616, 2.85200, -3.72175)  0.058
H (3.07767, 3.77196, -4.29299)  0.093
H (2.72327, 2.12512, -4.32096)  0.014
H (1.48594, 1.06822, -2.43972)  0.180
O (-0.02963, 1.11735, 1.21723)  0.095
C (-0.98806, -0.06269, 1.11256)  -0.043
C (-1.55993, -0.66277, 2.43356)  0.002
C (-2.07661, -1.78299, 2.42746)  -0.067
H (-2.58251, -2.40632, 2.94090)  0.054
H (-1.53423, 0.02165, 3.39234)  0.158
H (-0.97753, -2.64402, -0.82154)  0.170
H (-2.62345, -4.29872, -0.14547)  0.171
H (-3.43386, -3.98670, 1.52445)  -0.003

Results
Largest force on an atom, eV/A: 15.14
HOMO level, eV: -8.56
Total charge: 0
Molar mass, g/mol: 272.74
Energy above the lowest of the compared OMol25 structures with the same formula, charge and spin, eV: 11.969
Kohn-Sham gap, eV: 8.89

(2)
C5H5N | ωB97M-V/def2-TZVPD

Each line ends with the Löwdin charge.
Cartesian coordinates (Å):
C (-2.39631, 2.04355, -1.66243)  -0.334
C (1.19430, -0.24284, -0.54552)  -0.107
C (-0.00949, -0.49180, 1.34812)  -0.097
C (-0.04005, -0.85977, -0.06640)  -0.134
C (0.52066, 0.62310, 0.48724)  0.166
N (-1.54649, 1.61938, -1.00158)  -0.130
H (2.15358, -0.61264, -0.18952)  0.133
H (1.24031, 0.08228, -1.58035)  0.129
H (-0.94836, -0.37660, 1.87582)  0.129
H (0.77856, -0.89405, 1.98132)  0.135
H (-0.94671, -0.89063, -0.64670)  0.111

Results
Largest force on an atom, eV/A: 3.59
HOMO level (alpha / beta), eV: -8.98 / -9.06
Total charge: 0
Molar mass, g/mol: 79.10
Energy above the lowest of the compared OMol25 structures with the same formula, charge and spin, eV: 8.170
Kohn-Sham gap (alpha / beta), eV: 5.73 / 5.89

(3)
C4H12 | ωB97M-V/def2-TZVPD

Each line ends with the Löwdin charge.
Cartesian coordinates (Å):
C (-1.66292, -0.04068, 2.05780)  -0.157
C (-0.46765, 0.81445, 2.49870)  -0.151
H (-1.36727, -0.61618, 1.19820)  0.048
H (-2.05740, -0.64913, 2.85921)  0.062
H (-2.42988, 0.65683, 1.81981)  0.051
H (0.31362, 0.25537, 2.97952)  0.060
H (-0.11287, 1.35519, 1.62834)  0.067
H (-0.92333, 1.33939, 3.22709)  0.017
C (0.87077, 0.00760, -1.64384)  -0.229
C (1.33369, -0.70053, -2.85729)  -0.247
H (1.06909, 1.10929, -1.84529)  0.085
H (-0.27141, -0.16794, -1.66224)  0.092
H (1.34553, -0.41950, -0.79023)  0.048
H (1.08058, -1.83348, -2.72244)  0.086
H (2.52117, -0.58791, -2.95739)  0.106
H (0.75829, -0.52276, -3.78996)  0.061

Results
SMILES: CC.CC
Largest force on an atom, eV/A: 3.97
HOMO level, eV: -11.33
Total charge: 0
Molar mass, g/mol: 60.14
Energy above the lowest of the compared OMol25 structures with the same formula, charge and spin, eV: 1.046
Kohn-Sham gap, eV: 12.43

Which value of energy above the lowest of the compared OMol25 structures with the same formula, charge and spin does entry 1 give?
11.969 eV

Look up the largest force on an atom of the third one.
3.97 eV/A

What is the molar mass in the third record?
60.14 g/mol

Which of these has the lowest largest force on an atom?
C5H5N